## i
Formula: C17H20N2O2S
Source: the OMol25 dataset
Level of theory: wB97M-V/def2-TZVPD

```
42
Properties=species:S:1:pos:R:3:lowdin_charge:R:1
C -0.4792 2.2261 -1.2388 -0.026
H 0.1750 2.4182 -2.0829 0.063
C -0.6954 0.7300 -1.0538 -0.340
N -1.6163 0.5329 0.0501 0.087
C -2.5398 -0.4418 0.0676 -0.571
O -2.7578 -1.1985 -0.8550 0.054
C -3.3054 -0.5139 1.3836 -0.344
H -3.2863 0.4232 1.9353 0.071
H -4.3269 -0.8450 1.2004 0.083
S -2.6255 -1.8441 2.4381 1.012
C -0.8888 -1.5771 2.5037 -0.485
C -0.0517 -2.6827 2.4500 -0.081
C 1.3160 -2.5414 2.5715 -0.066
C 1.8296 -1.2617 2.7419 -0.052
C 0.9703 -0.1930 2.7954 -0.026
N -0.3697 -0.3344 2.7020 -0.233
O -1.1133 0.6905 2.7706 -0.115
H 1.2997 0.8250 2.9380 0.139
H 2.8899 -1.0917 2.8338 0.110
H 1.9650 -3.3999 2.5249 0.108
H -0.5075 -3.6481 2.3018 0.108
H -1.4535 1.0614 0.9029 0.112
C 0.6101 -0.0388 -0.7835 -0.140
C 1.3854 -0.4144 -2.0523 -0.141
C 1.9861 0.7658 -2.7608 -0.257
C 1.5004 1.1863 -3.9925 -0.056
C 2.0543 2.2802 -4.6350 -0.085
C 3.1039 2.9695 -4.0530 -0.096
C 3.6004 2.5551 -2.8285 -0.084
C 3.0468 1.4603 -2.1905 -0.050
H 3.4442 1.1360 -1.2388 0.112
H 4.4238 3.0851 -2.3720 0.101
H 3.5362 3.8236 -4.5528 0.099
H 1.6650 2.5949 -5.5922 0.102
H 0.6795 0.6533 -4.4507 0.114
H 0.7154 -0.9507 -2.7262 0.118
H 2.1890 -1.0978 -1.7634 0.119
H 1.2472 0.5473 -0.1170 0.107
H 0.3492 -0.9694 -0.2712 0.112
H -1.1833 0.3001 -1.9354 0.146
H -1.4316 2.7207 -1.4139 0.084
H -0.0271 2.6518 -0.3446 0.085
```

## Properties
- Molecular weight: 316.4 g mol⁻¹
- Lowest unoccupied orbital energy: 0.19 eV
- HOMO-LUMO gap: 8.864 eV


## ii
Formula: C17H20N2O2S
Source: the OMol25 dataset
Level of theory: wB97M-V/def2-TZVPD

```
42
Properties=species:S:1:pos:R:3:lowdin_charge:R:1
O -1.5466 1.1889 -1.5257 0.032
C -0.5736 0.8167 -2.1594 -0.515
N 0.4066 1.6502 -2.5452 0.076
H 1.2400 1.2726 -2.9673 0.153
C 0.4547 3.0377 -2.1394 -0.122
C 1.6943 3.3716 -1.3506 -0.209
C 2.2273 2.4599 -0.4474 -0.027
C 3.3599 2.7839 0.2792 -0.075
C 3.9668 4.0175 0.1165 -0.097
C 3.4375 4.9300 -0.7802 -0.092
C 2.3090 4.6066 -1.5122 -0.053
H 1.8992 5.3205 -2.2134 0.107
H 3.9061 5.8944 -0.9132 0.100
H 4.8499 4.2684 0.6857 0.099
H 3.7666 2.0669 0.9765 0.104
H 1.7621 1.4945 -0.3117 0.081
H 0.3918 3.6787 -3.0273 0.125
H -0.4391 3.2085 -1.5288 0.132
C -0.4146 -0.6205 -2.6400 -0.156
C -1.0563 -1.5700 -1.6495 -0.271
H -2.1092 -1.3399 -1.5068 0.080
H -0.9431 -2.6096 -1.9499 0.083
S -0.1922 -1.3967 0.0214 0.954
O 0.9468 -0.5340 -0.2779 -0.496
N -1.2740 -0.3985 0.8515 -0.226
H -1.4616 0.4634 0.3467 0.073
C -2.4675 -1.0477 1.3485 -0.224
C -2.1045 -2.3622 1.9837 -0.276
C -2.7745 -3.5304 1.6511 -0.049
C -2.4225 -4.7330 2.2403 -0.085
C -1.3913 -4.7784 3.1614 -0.091
C -0.7144 -3.6162 3.4942 -0.076
C -1.0699 -2.4150 2.9105 -0.068
H -0.5456 -1.5062 3.1627 0.116
H 0.0908 -3.6475 4.2130 0.103
H -1.1155 -5.7169 3.6192 0.100
H -2.9536 -5.6358 1.9764 0.101
H -3.5799 -3.5008 0.9305 0.110
H -2.9190 -0.3864 2.0981 0.130
H -3.2169 -1.2122 0.5584 0.112
H -0.8966 -0.7077 -3.6187 0.129
H 0.6441 -0.8589 -2.7463 0.110
```

## Properties
- Molecular weight: 316.4 g mol⁻¹
- Lowest unoccupied orbital energy: 0.74 eV
- HOMO-LUMO gap: 9.433 eV


ii ends up most stable, edging out the next structure by 79.8 kJ/mol.


## i
Formula: C2H9OS
Source: the OMol25 dataset
Level of theory: wB97M-V/def2-TZVPD

```
13
Properties=species:S:1:pos:R:3:lowdin_charge:R:1
O 2.1530 -0.5337 1.2721 -0.093
H 2.4978 -1.2431 1.8354 0.070
H 2.3914 0.3388 1.6022 0.055
H 1.1077 0.0482 -0.4535 0.007
C -0.1521 1.7140 -0.6396 -0.280
S -0.2334 -0.1428 -0.4777 0.976
C -1.8994 -1.0153 -0.0428 -0.139
H -1.1202 2.2145 -0.8226 0.064
H 0.7130 1.9189 -1.2844 0.069
H -0.1200 2.2066 0.3565 0.064
H -2.6595 -0.2348 -0.3508 0.094
H -1.9215 -1.9715 -0.4140 0.019
H -2.0695 -0.9165 1.0929 0.093
```

## Properties
- Total charge: +1
- Molecular weight: 81.2 g mol⁻¹
- Lowest unoccupied orbital energy: -5.64 eV
- HOMO-LUMO gap: 9.151 eV


## ii
Formula: C2H9OS
Source: the OMol25 dataset
Level of theory: wB97M-V/def2-TZVPD

```
13
Properties=species:S:1:pos:R:3:lowdin_charge:R:1
O 1.5646 -0.3018 2.6842 -0.115
H 1.2130 -1.0182 3.2361 0.062
H -3.0174 2.5397 -1.6762 0.000
H 2.3691 -0.0658 3.1647 0.056
C -0.6137 -1.0862 -0.7571 -0.127
C 0.2770 0.0711 -0.6413 -0.408
S 1.7851 -0.2522 -0.1196 1.123
H -1.3997 -1.2694 -0.0103 0.122
H -0.1034 -2.0461 -0.7433 0.090
H -1.2430 -0.9569 -1.6619 0.117
H -3.1475 2.3707 -2.3887 0.008
H 0.0053 1.0404 -1.0328 0.102
H 2.3106 0.9747 -0.0536 -0.031
```

## Properties
- Total charge: +1
- Molecular weight: 81.2 g mol⁻¹
- Lowest unoccupied orbital energy: -6.15 eV
- HOMO-LUMO gap: 9.447 eV


ii ends up most stable, edging out the next structure by 111.2 kJ/mol.


## i
Formula: C5H6BrF
Source: the OMol25 dataset
Level of theory: wB97M-V/def2-TZVPD

```
13
Properties=species:S:1:pos:R:3:lowdin_charge:R:1
C -1.1620 0.1613 0.9230 -0.141
C -0.5869 -1.1517 0.5696 -0.110
C -0.0764 0.3505 -1.5329 0.066
C -0.1087 0.1332 -0.0980 -0.580
C 1.3489 0.6069 0.2963 -0.618
F 1.6268 1.9109 0.1802 -0.018
Br 2.7755 -0.5216 -0.1898 0.742
H -2.2022 0.5325 0.8496 0.116
H -0.8503 0.4853 1.9610 0.126
H 0.0470 -1.6270 1.3988 0.131
H -1.2153 -1.8069 -0.1626 0.144
H 0.4806 -0.3939 -2.1535 0.072
H -0.0770 1.3205 -2.0418 0.071
```

## Properties
- Molecular weight: 165.0 g mol⁻¹
- Lowest unoccupied orbital energy (spin up / spin down): -0.05 / 0.05 eV
- HOMO-LUMO gap (spin up / spin down): 8.192 / 8.607 eV


## ii
Formula: C5H6BrF
Source: the OMol25 dataset
Level of theory: wB97M-V/def2-TZVPD

```
13
Properties=species:S:1:pos:R:3:lowdin_charge:R:1
C -1.0774 0.0557 0.9849 -0.150
C -1.2120 -1.4469 0.8242 -0.114
C 1.3672 -0.5907 0.1826 0.029
C 0.1367 -0.7271 0.6144 -0.284
C 1.5114 2.7702 -1.2327 -0.569
F 1.1624 3.2098 -0.0504 -0.107
Br 2.2759 4.1910 -2.1136 0.700
H -1.3997 0.6855 0.1511 0.102
H -1.1334 0.5284 1.9286 0.084
H -1.4388 -2.2018 1.7287 0.135
H -1.6651 -1.8488 -0.1475 0.109
H 2.0004 -1.4314 -0.0119 0.045
H 1.9462 0.3018 0.1106 0.020
```

## Properties
- Molecular weight: 165.0 g mol⁻¹
- Lowest unoccupied orbital energy: -0.71 eV
- HOMO-LUMO gap: 8.849 eV


i ends up most stable, edging out the next structure by 69.6 kJ/mol.


## i
Formula: C5H11O2
Source: the OMol25 dataset
Level of theory: wB97M-V/def2-TZVPD

```
18
Properties=species:S:1:pos:R:3:lowdin_charge:R:1
C -0.0453 1.4977 -0.8879 0.014
C -1.3040 0.6135 -0.6554 -0.712
O -2.0117 0.8700 0.3156 0.204
O -1.6608 -0.1549 -1.5635 0.186
H -0.4810 2.3129 -1.5613 0.109
H 0.6384 1.0079 -1.4723 0.045
H 0.1563 2.2283 0.0182 0.134
C 0.8415 -1.0912 0.9711 -0.291
C 1.6740 0.1394 1.5991 -0.081
C 1.7178 -1.7987 0.0202 -0.160
H 0.6918 -1.7879 1.8914 0.127
H -0.1364 -0.8063 0.4985 0.070
H 2.4441 0.2886 0.8916 0.044
H 1.9404 -0.1041 2.6766 0.095
H 2.1519 -1.1052 -0.6873 0.062
H 2.4964 -2.3083 0.4547 0.041
H 1.0532 0.9661 1.5833 0.003
H 1.1200 -2.5779 -0.5919 0.111
```

## Properties
- Expectation value of S²: 0.759
- 2S+1: 2
- Molecular weight: 103.1 g mol⁻¹
- Lowest unoccupied orbital energy (spin up / spin down): 0.84 / -3.61 eV
- HOMO-LUMO gap (spin up / spin down): 11.955 / 6.905 eV


## ii
Formula: C5H11O2
Source: the OMol25 dataset
Level of theory: wB97M-V/def2-TZVPD

```
18
Properties=species:S:1:pos:R:3:lowdin_charge:R:1
H 1.2359 0.8824 -0.4378 0.017
C -0.2905 0.0467 -0.4596 -0.297
C -1.3110 0.7598 -1.2838 -0.076
C 0.0677 -1.2860 -1.0132 -0.070
C -0.6735 -0.0250 1.0451 -0.399
O -1.8352 -0.0251 1.4426 0.069
C 0.4118 -0.1173 2.0865 -0.017
H -1.5518 1.7711 -0.9203 0.091
H -0.9990 0.8203 -2.3376 0.085
H -2.2382 0.1632 -1.2607 0.098
H 0.8809 -1.7639 -0.4522 0.091
H -0.8323 -1.9308 -0.9892 0.107
H 0.3720 -1.1846 -2.0666 0.091
H 1.3786 0.1402 1.6466 0.048
H 0.1792 0.5872 2.8972 0.094
H 0.4034 -1.1231 2.5096 0.091
O 2.1401 0.7682 -0.0273 -0.088
H 2.6620 1.5167 -0.3791 0.065
```

## Properties
- Expectation value of S²: 0.755
- 2S+1: 2
- Molecular weight: 103.1 g mol⁻¹
- Lowest unoccupied orbital energy (spin up / spin down): 0.74 / -0.81 eV
- HOMO-LUMO gap (spin up / spin down): 9.493 / 8.692 eV


ii ends up most stable, edging out the next structure by 130.0 kJ/mol.